Molecular formula: C7H10
Method: DFT, the ωB97M-V functional and the def2-TZVPD basis

Calculated values
Multiplicity: 1
Max |F| in hartree/bohr: 0.006
SMILES string: C=C1[C@H]2C[C@@H]12.C=C
Relative energy (zero: lowest compared OMol25 entry of this formula, charge and spin) in kcal per mole: 91.9
Electronic energy in eV: -7417.050
E_LUMO in eV: 1.1

```
17
Properties=species:S:1:pos:R:3:lowdin_charge:R:1
C 1.804 -0.058 -1.418 0.03
C 0.639 0.552 -1.265 -0.28
C -0.646 0.897 -1.844 -0.11
C -1.467 0.935 -0.595 -0.09
C -0.121 1.586 -0.582 -0.12
H 2.616 0.103 -0.715 0.06
H 1.977 -0.732 -2.251 0.05
H -0.874 1.331 -2.810 0.13
H -1.622 0.020 -0.023 0.09
H -2.323 1.610 -0.611 0.11
H 0.120 2.630 -0.429 0.13
C 0.450 -1.212 1.703 -0.09
C -0.483 -1.749 2.482 -0.08
H 0.957 -1.786 0.931 0.05
H 0.740 -0.168 1.791 0.05
H -0.775 -2.792 2.388 0.04
H -0.992 -1.168 3.247 0.05
```

Molecular formula: C7H10
Method: DFT, the ωB97M-V functional and the def2-TZVPD basis

Calculated values
Multiplicity: 1
Max |F| in hartree/bohr: 0.003
SMILES string: C=C/C=C\C=C/C
Relative energy (zero: lowest compared OMol25 entry of this formula, charge and spin) in kcal per mole: 40.0
Electronic energy in eV: -7419.302
E_LUMO in eV: 0.8

```
17
Properties=species:S:1:pos:R:3:lowdin_charge:R:1
C 1.353 1.093 -1.058 0.01
C 1.667 0.980 0.236 -0.17
C 1.278 -0.077 1.186 -0.13
C 0.483 -1.145 1.017 -0.11
C -0.367 -1.523 -0.130 -0.13
C -1.412 -0.828 -0.590 -0.18
C -1.855 0.520 -0.110 -0.10
H 0.697 0.393 -1.562 0.05
H 1.774 1.896 -1.657 0.05
H 2.340 1.726 0.658 0.09
H 1.759 0.009 2.160 0.09
H 0.441 -1.854 1.847 0.10
H -0.175 -2.509 -0.558 0.10
H -2.007 -1.273 -1.388 0.10
H -1.818 1.249 -0.930 0.08
H -2.891 0.487 0.247 0.08
H -1.218 0.891 0.696 0.07
```

Molecular formula: C7H10
Method: DFT, the ωB97M-V functional and the def2-TZVPD basis

Calculated values
Multiplicity: 1
Max |F| in hartree/bohr: 0.080
SMILES string: C[C@@H]1[C@@H]2C=CC[C@H]12
Relative energy (zero: lowest compared OMol25 entry of this formula, charge and spin) in kcal per mole: 103.0
Electronic energy in eV: -7416.569
E_LUMO in eV: 1.1

```
17
Properties=species:S:1:pos:R:3:lowdin_charge:R:1
C -1.893 0.501 -0.015 -0.06
C -1.122 -0.807 -0.149 -0.20
C 0.159 -1.060 0.695 -0.19
C 0.753 0.127 1.322 -0.20
C 1.518 0.784 0.438 -0.09
C 1.154 0.401 -0.991 -0.14
C 0.277 -0.842 -0.781 -0.21
H -2.290 0.827 -0.989 0.08
H -2.746 0.406 0.666 0.07
H -1.251 1.307 0.355 0.07
H -1.753 -1.635 -0.481 0.12
H 1.140 -1.319 1.461 0.22
H 0.531 0.289 2.372 0.12
H 2.420 1.324 0.688 0.09
H 0.665 1.236 -1.525 0.11
H 2.033 0.137 -1.589 0.10
H 0.405 -1.674 -1.479 0.13
```

Molecular formula: C7H10
Method: DFT, the ωB97M-V functional and the def2-TZVPD basis

Calculated values
Multiplicity: 1
Max |F| in hartree/bohr: 0.007
Relative energy (zero: lowest compared OMol25 entry of this formula, charge and spin) in kcal per mole: 112.1
Electronic energy in eV: -7416.173
E_LUMO (spin up / spin down) in eV: -1.0 / -1.0

```
17
Properties=species:S:1:pos:R:3:lowdin_charge:R:1
C -1.380 -1.132 -0.198 -0.06
C -0.017 -0.720 -0.793 -0.40
C 0.052 0.780 -1.163 -0.22
C -0.334 1.742 -0.042 -0.10
C 0.991 -1.059 0.214 0.04
C 1.561 -0.818 1.307 -0.18
C 2.106 -0.515 2.478 0.09
H -2.182 -0.839 -0.883 0.09
H -1.430 -2.215 -0.050 0.08
H -1.547 -0.648 0.768 0.08
H 0.136 -1.304 -1.710 0.13
H -0.599 0.936 -2.033 0.11
H -0.114 2.773 -0.337 0.07
H -1.403 1.687 0.189 0.07
H 0.225 1.533 0.877 0.07
H 1.074 0.998 -1.498 0.11
H 2.861 -1.201 2.874 0.01
```

Molecular formula: C7H10
Method: DFT, the ωB97M-V functional and the def2-TZVPD basis

Calculated values
Multiplicity: 1
Max |F| in hartree/bohr: 0.009
Relative energy (zero: lowest compared OMol25 entry of this formula, charge and spin) in kcal per mole: 121.8
Electronic energy in eV: -7415.753
E_LUMO in eV: 1.0

```
17
Properties=species:S:1:pos:R:3:lowdin_charge:R:1
C -1.955 -0.258 -0.067 -0.08
C -1.331 0.991 -0.639 -0.09
C -0.471 -0.119 -0.122 -0.44
C 0.540 -0.988 -0.867 -0.14
C 1.405 -1.137 0.425 0.02
C 1.700 0.730 0.738 -0.07
C 0.475 -0.117 1.061 -0.29
H -2.439 -0.955 -0.747 0.10
H -2.427 -0.180 0.910 0.10
H -1.377 1.124 -1.718 0.10
H -1.389 1.913 -0.065 0.10
H 0.183 -1.997 -1.100 0.11
H 1.005 -0.568 -1.769 0.11
H 2.421 -0.010 0.237 0.08
H 1.532 1.520 0.005 0.11
H 2.268 1.020 1.622 0.11
H 0.159 -0.145 2.107 0.14
```

Molecular formula: C7H10
Method: DFT, the ωB97M-V functional and the def2-TZVPD basis

Calculated values
Multiplicity: 1
Max |F| in hartree/bohr: 0.079
Relative energy (zero: lowest compared OMol25 entry of this formula, charge and spin) in kcal per mole: 132.4
Electronic energy in eV: -7415.294
E_LUMO in eV: 0.1

```
17
Properties=species:S:1:pos:R:3:lowdin_charge:R:1
C 2.733 0.114 -0.120 -0.25
C 2.314 -0.972 -0.673 0.18
C 1.461 0.710 0.473 -0.22
C 0.438 -0.418 0.631 -0.15
C -0.782 -0.214 0.127 -0.34
C -1.758 -1.310 0.072 -0.07
C -1.232 1.083 -0.530 -0.06
H 3.644 0.648 0.073 0.10
H 1.796 1.151 1.496 0.14
H 1.153 1.539 -0.181 0.10
H 0.561 -1.469 1.088 0.14
H -2.163 -1.516 -0.893 0.08
H -2.692 -1.282 0.566 0.08
H -1.365 -2.205 0.284 0.04
H -1.086 2.073 -0.162 0.06
H -2.256 0.915 -0.604 0.03
H -0.765 1.152 -1.647 0.15
```

Molecular formula: C7H10
Method: DFT, the ωB97M-V functional and the def2-TZVPD basis

Calculated values
Multiplicity: 3
Expectation value of S²: 2.031
Max |F| in hartree/bohr: 0.074
Relative energy (zero: lowest compared OMol25 entry of this formula, charge and spin) in kcal per mole: 12.9
Electronic energy in eV: -7414.820
E_LUMO (spin up / spin down) in eV: 1.2 / -0.6

```
17
Properties=species:S:1:pos:R:3:lowdin_charge:R:1
C -1.394 -0.800 2.257 0.01
C -0.832 0.189 1.555 -0.18
C -0.964 -0.971 -1.256 0.02
C 0.375 -0.729 -0.807 -0.21
C 0.518 0.752 -0.672 -0.32
C -0.039 0.119 0.436 -0.14
C 1.989 1.243 -0.723 -0.04
H -2.019 -0.575 3.076 0.03
H -1.382 -1.891 1.962 0.09
H -1.043 1.277 1.842 0.14
H -1.614 -0.290 -1.732 0.05
H -1.399 -1.892 -1.159 0.02
H 1.092 -1.473 -0.989 0.12
H -0.218 1.247 -1.409 0.16
H 2.597 0.331 -0.503 0.08
H 2.193 2.097 -0.043 0.08
H 2.142 1.366 -1.835 0.09
```

Molecular formula: C7H10Br12NO2S
Method: DFT, the ωB97M-V functional and the def2-TZVPD basis

Calculated values
Multiplicity: 1
Max |F| in hartree/bohr: 0.037
Charge: -1
Electronic energy in eV: -864350.383
E_LUMO in eV: 1.2

```
33
Properties=species:S:1:pos:R:3:lowdin_charge:R:1
C -0.872 2.092 -1.079 -0.11
C -2.010 1.750 -2.060 -0.40
N -2.000 0.334 -2.475 -0.34
S -2.303 -0.766 -1.173 0.56
C -3.372 2.225 -1.522 -0.72
O -4.140 2.776 -2.336 -0.06
O -3.627 2.069 -0.298 -0.10
H -0.690 3.165 -1.147 0.09
H 0.021 1.549 -1.411 -0.04
H -1.134 1.832 -0.062 0.00
H -1.809 2.329 -2.961 0.13
H -1.043 0.150 -2.756 0.04
H -2.960 -0.096 -0.196 -0.13
C -4.713 -4.150 -2.852 -1.61
Br -4.447 -3.877 -4.739 0.53
Br -3.820 -5.748 -2.232 0.51
Br -4.148 -2.557 -1.823 0.52
H -5.774 -4.310 -2.705 -0.04
C 0.375 -0.244 2.853 -1.61
Br 0.887 -2.010 2.270 0.57
Br 1.706 1.075 2.398 0.55
Br -1.349 0.268 2.186 0.66
H 0.315 -0.272 3.931 -0.04
C 5.234 -0.324 4.881 -1.63
Br 5.742 0.681 3.315 0.57
Br 3.603 0.343 5.656 0.56
Br 5.125 -2.211 4.511 0.57
H 6.015 -0.187 5.614 -0.04
C 4.226 0.819 -0.638 -1.65
Br 4.755 -0.942 -1.212 0.56
Br 5.571 2.139 -1.057 0.55
Br 2.497 1.309 -1.322 0.64
H 4.141 0.787 0.441 -0.09
```

Molecular formula: C7H10BrN2O2S2
Method: DFT, the ωB97M-V functional and the def2-TZVPD basis

Calculated values
Multiplicity: 1
Max |F| in hartree/bohr: 0.036
SMILES string: C[N+](C)=CNS(=O)(=O)c1ccc(Br)s1
Relative energy (zero: lowest compared OMol25 entry of this formula, charge and spin) in kcal per mole: 0.0
Charge: +1
Electronic energy in eV: -106201.200
E_LUMO in eV: -3.9

```
24
Properties=species:S:1:pos:R:3:lowdin_charge:R:1
C -0.002 0.600 -1.417 -0.02
N 0.140 -0.769 -1.842 -0.17
C -0.251 -1.017 -3.215 0.01
C 0.685 -1.718 -1.158 -0.12
N 0.787 -1.615 0.162 0.02
S -0.754 -1.146 0.908 0.67
O -1.716 -1.020 -0.129 -0.25
O -0.897 -2.151 1.898 -0.23
C -0.385 0.399 1.662 -0.66
C 0.704 0.681 2.440 -0.13
C 0.663 1.983 2.961 -0.17
C -0.469 2.655 2.587 -1.01
Br -0.930 4.403 3.042 0.80
S -1.514 1.701 1.583 1.05
H 0.401 1.243 -2.201 0.12
H -1.052 0.851 -1.269 0.10
H 0.552 0.770 -0.497 0.09
H -0.021 -0.159 -3.842 0.11
H 0.251 -1.895 -3.615 0.11
H -1.327 -1.188 -3.249 0.12
H 0.987 -2.624 -1.675 0.18
H 1.222 -2.380 0.661 0.14
H 1.502 -0.015 2.621 0.13
H 1.427 2.411 3.585 0.12
```

Molecular formula: C7H10CdClNO4
Method: DFT, the ωB97M-V functional and the def2-TZVPD basis

Calculated values
Multiplicity: 1
Max |F| in hartree/bohr: 0.063
Relative energy (zero: lowest compared OMol25 entry of this formula, charge and spin) in kcal per mole: 27.8
Charge: -2
Electronic energy in eV: -34176.299
E_LUMO in eV: 5.9

```
24
Properties=species:S:1:pos:R:3:lowdin_charge:R:1
C -0.868 1.254 -2.220 -0.22
C 0.543 0.994 -2.409 -0.27
C 1.300 1.761 -1.477 -0.28
C 0.363 2.351 -0.544 -0.31
C -0.999 2.029 -0.992 -0.26
Cd 0.178 0.195 0.048 1.33
N -1.390 -1.331 0.274 -0.26
C -0.418 -2.338 0.001 -0.66
C 0.829 -1.922 -0.785 -0.30
H 2.364 1.723 -1.304 0.06
H 0.951 0.361 -3.192 0.06
H 0.590 2.889 0.379 0.06
H -1.935 2.304 -0.455 0.07
H -1.698 0.674 -2.626 0.06
H 0.874 -1.995 -1.892 -0.03
H -0.836 -3.176 -0.591 0.04
H -2.232 -1.190 0.829 -0.06
H 1.836 -2.039 -0.345 -0.06
H 0.070 -2.767 0.918 0.06
O 0.078 -1.412 4.152 -0.38
Cl 0.079 0.029 3.896 0.67
O -1.157 0.716 4.241 -0.39
O 1.203 0.643 4.562 -0.40
O 0.274 0.249 2.420 -0.52
```

Molecular formula: C7H10ClN5OS
Method: DFT, the ωB97M-V functional and the def2-TZVPD basis

Calculated values
Multiplicity: 1
Max |F| in hartree/bohr: 0.078
SMILES string: CCC(=O)N(Cl)n1cnc(NC)nc1=S
Relative energy (zero: lowest compared OMol25 entry of this formula, charge and spin) in kcal per mole: 11.6
Electronic energy in eV: -40273.323
E_LUMO in eV: -0.3

```
25
Properties=species:S:1:pos:R:3:lowdin_charge:R:1
C -3.259 -2.927 -0.001 -0.10
C -2.074 -2.027 -0.005 -0.22
C -2.492 -0.663 -0.465 -0.55
O -3.103 -0.325 -1.425 0.10
N -2.024 0.330 0.501 -0.35
Cl -2.930 1.809 0.366 0.68
N -0.393 0.544 0.152 0.00
C -0.141 1.418 -0.824 -0.20
N 1.048 1.906 -1.039 0.15
C 2.017 1.443 -0.079 -0.42
N 3.207 1.934 -0.203 -0.01
C 4.526 1.554 0.113 -0.06
N 1.805 0.622 0.880 0.12
C 0.562 0.154 1.128 -0.86
S 0.085 -0.725 2.412 0.68
H -3.195 -3.675 0.838 0.10
H -3.193 -3.556 -0.863 0.06
H -4.197 -2.341 0.010 0.10
H -1.787 -1.963 1.091 0.06
H -1.128 -2.343 -0.585 0.16
H -0.979 1.727 -1.537 0.14
H 3.161 2.636 -0.914 0.13
H 4.376 0.588 0.705 0.12
H 5.073 1.457 -0.836 0.09
H 5.035 2.421 0.581 0.09
```

Molecular formula: C7H10ClNSi
Method: DFT, the ωB97M-V functional and the def2-TZVPD basis

Calculated values
Multiplicity: 1
Max |F| in hartree/bohr: 0.085
SMILES string: C[Si@@](N)(Cl)c1ccccc1
Relative energy (zero: lowest compared OMol25 entry of this formula, charge and spin) in kcal per mole: 0.0
Electronic energy in eV: -29313.333
E_LUMO in eV: 0.7

```
20
Properties=species:S:1:pos:R:3:lowdin_charge:R:1
C -0.416 -0.387 -2.711 -0.15
Si -0.378 0.995 -1.189 0.19
N 0.726 2.288 -1.365 -0.11
Cl -2.078 2.170 -1.188 0.32
C -0.186 0.310 0.566 -0.30
C -1.085 -0.645 1.061 -0.07
C -0.773 -1.242 2.367 -0.05
C 0.336 -0.815 3.099 -0.09
C 1.096 0.253 2.591 -0.12
C 0.849 0.776 1.384 -0.16
H -0.879 0.037 -3.531 -0.03
H 0.637 -0.540 -3.068 0.03
H -0.778 -1.331 -2.380 0.00
H 1.740 2.248 -1.564 0.06
H 0.368 3.186 -1.216 -0.02
H -1.942 -0.871 0.515 0.07
H -1.405 -1.985 2.795 0.08
H 0.595 -1.174 4.067 0.09
H 1.968 0.824 3.174 0.15
H 1.585 1.516 0.993 0.10
```

Molecular formula: C7H10FNO2PS
Method: DFT, the ωB97M-V functional and the def2-TZVPD basis

Calculated values
Multiplicity: 1
Max |F| in hartree/bohr: 0.094
SMILES string: OP(O)(=S)[n+]1cccc(CCF)c1
Charge: +1
Electronic energy in eV: -35841.329
E_LUMO in eV: -5.5

```
23
Properties=species:S:1:pos:R:3:lowdin_charge:R:1
O -3.661 -1.553 -0.225 -0.17
P -2.439 -1.317 -1.342 0.28
O -3.069 -0.666 -2.736 -0.19
S -1.734 -3.050 -1.776 0.40
N -1.270 -0.227 -0.572 -0.15
C -1.690 0.987 -0.019 -0.03
C -0.789 1.904 0.662 0.03
C 0.650 1.546 0.787 0.08
C 1.057 0.266 0.153 -0.12
C 2.554 -0.238 0.200 -0.10
C 3.094 0.066 1.656 -0.19
F 3.762 1.301 1.682 -0.05
C 0.071 -0.583 -0.504 -0.01
H -3.739 -0.716 0.287 0.07
H -2.381 -0.632 -3.431 0.09
H -2.769 1.296 -0.057 0.15
H -1.131 2.860 1.122 0.13
H 1.385 2.201 1.327 0.14
H 2.552 -1.359 0.058 0.13
H 3.162 0.210 -0.625 0.14
H 2.207 0.047 2.352 0.13
H 3.749 -0.800 1.954 0.13
H 0.427 -1.541 -0.953 0.10
```